Arrangement A

The following is a DFT calculation (ωB97M-V/def2-TZVPD) of the molecule C24H29N3O4.

Results
Total charge: 0
HOMO level in eV: -8.1100
Gap between HOMO and LUMO in Ha: 0.32151
SMILES string: COC[C@@H](C)n1c(C)cc(C(=O)COC(=O)c2c(C)nn(-c3ccccc3)c2C)c1C

Element x y z (Å)
C: -6.54 1.94 1.05
O: -5.89 2.09 -0.19
C: -6.27 1.17 -1.18
C: -5.85 -0.29 -0.90
C: -5.87 -1.11 -2.19
N: -4.58 -0.40 -0.23
C: -4.39 -1.25 0.85
C: -5.46 -2.10 1.44
C: -3.09 -1.17 1.24
C: -2.44 -0.25 0.37
C: -1.04 0.13 0.40
O: -0.50 0.91 -0.37
C: -0.22 -0.55 1.51
O: 1.12 -0.10 1.46
C: 1.97 -0.83 0.72
O: 1.70 -1.93 0.29
C: 3.25 -0.16 0.56
C: 3.56 1.22 0.77
C: 2.65 2.31 1.19
N: 4.83 1.43 0.50
N: 5.36 0.26 0.10
C: 6.72 0.21 -0.22
C: 7.59 1.05 0.48
C: 8.94 1.04 0.20
C: 9.44 0.21 -0.79
C: 8.57 -0.60 -1.51
C: 7.22 -0.60 -1.23
C: 4.44 -0.74 0.11
C: 4.70 -2.16 -0.20
C: -3.40 0.20 -0.53
C: -3.20 1.19 -1.62
H: -6.28 2.82 1.64
H: -7.63 1.89 0.92
H: -6.20 1.04 1.58
H: -7.36 1.19 -1.32
H: -5.81 1.53 -2.10
H: -6.60 -0.72 -0.22
H: -6.85 -1.06 -2.65
H: -5.63 -2.15 -1.98
H: -5.14 -0.73 -2.90
H: -5.03 -2.69 2.24
H: -6.27 -1.50 1.87
H: -5.89 -2.77 0.70
H: -2.64 -1.71 2.05
H: -0.26 -1.63 1.37
H: -0.62 -0.27 2.49
H: 3.15 3.26 1.07
H: 2.38 2.18 2.24
H: 1.74 2.28 0.60
H: 7.17 1.70 1.24
H: 9.60 1.69 0.75
H: 10.49 0.20 -1.01
H: 8.96 -1.24 -2.29
H: 6.55 -1.21 -1.82
H: 4.61 -2.34 -1.27
H: 5.70 -2.45 0.13
H: 3.95 -2.77 0.30
H: -3.70 2.13 -1.37
H: -2.14 1.38 -1.71
H: -3.58 0.83 -2.57

Results of the natural (NBO) charge analysis, in e, for atoms 1 through 6: -0.2501 -0.5327 -0.0656 -0.0645 -0.6110 -0.3406

---

Arrangement B

The following is a DFT calculation (ωB97M-V/def2-TZVPD) of the molecule C24H29N3O4.

Results
Total charge: 0
HOMO level in eV: -7.4062
Gap between HOMO and LUMO in Ha: 0.29861
SMILES string: CCCOc1ccc(N2C[C@H](C(=O)Nc3ccc(N4CCOCC4)cc3)CC2=O)cc1

Element x y z (Å)
C: 4.42 2.84 -2.13
C: 3.59 3.99 -1.59
C: 2.27 3.49 -0.99
O: 2.57 2.78 0.19
C: 1.55 2.21 0.89
C: 0.20 2.26 0.53
C: -0.75 1.61 1.30
C: -0.39 0.91 2.44
N: -1.33 0.16 3.17
C: -0.95 -1.05 3.88
C: -2.17 -1.96 3.69
C: -1.92 -2.66 2.34
O: -1.35 -3.72 2.30
N: -2.28 -1.92 1.26
C: -1.68 -1.92 -0.01
C: -2.00 -0.88 -0.88
C: -1.34 -0.72 -2.07
C: -0.31 -1.59 -2.45
N: 0.41 -1.45 -3.63
C: 0.11 -0.35 -4.54
C: 0.81 0.93 -4.09
O: 2.21 0.74 -4.01
C: 2.53 -0.33 -3.14
C: 1.85 -1.63 -3.59
C: -0.07 -2.68 -1.61
C: -0.73 -2.85 -0.42
C: -3.30 -0.95 3.74
C: -2.69 0.29 3.10
O: -3.30 1.21 2.60
C: 0.96 0.89 2.82
C: 1.91 1.53 2.05
H: 5.37 3.20 -2.52
H: 3.89 2.33 -2.93
H: 4.63 2.12 -1.34
H: 3.36 4.69 -2.39
H: 4.14 4.51 -0.81
H: 1.62 4.35 -0.76
H: 1.76 2.84 -1.72
H: -0.12 2.79 -0.35
H: -1.78 1.67 1.01
H: -0.04 -1.48 3.45
H: -0.78 -0.83 4.94
H: -2.23 -2.73 4.46
H: -2.86 -1.11 1.41
H: -2.77 -0.17 -0.59
H: -1.61 0.12 -2.69
H: -0.97 -0.21 -4.62
H: 0.49 -0.64 -5.53
H: 0.66 1.74 -4.82
H: 0.42 1.25 -3.11
H: 3.61 -0.42 -3.17
H: 2.21 -0.09 -2.12
H: 2.12 -2.43 -2.90
H: 2.19 -1.90 -4.59
H: 0.66 -3.43 -1.90
H: -0.50 -3.69 0.22
H: -4.22 -1.25 3.23
H: -3.56 -0.72 4.78
H: 1.26 0.38 3.72
H: 2.95 1.51 2.34

Results of the natural (NBO) charge analysis, in e, for atoms 1 through 6: -0.6174 -0.4080 -0.0645 -0.5208 0.3802 -0.3330

---

Most stable: arrangement B

---

Arrangement A

The following is a DFT calculation (ωB97M-V/def2-TZVPD) of a 2-piece molecular cluster, C5H16N2O overall.

Results
Total charge: 0
HOMO level in eV: -8.8959
Gap between HOMO and LUMO in Ha: 0.35941
SMILES string: C[C@H](N)CN(C)C.O

Element x y z (Å)
C: 0.21 0.89 1.85
C: 0.96 0.28 0.65
N: 1.90 1.32 0.18
C: 0.08 -0.06 -0.54
N: -0.64 -1.30 -0.39
C: 0.23 -2.47 -0.39
C: -1.63 -1.48 -1.43
H: 0.78 0.71 2.75
H: 0.21 1.96 1.67
H: -0.85 0.65 1.78
H: 1.57 -0.55 1.01
H: 2.54 1.64 0.89
H: 2.41 1.11 -0.67
H: -0.67 0.75 -0.49
H: 0.57 0.08 -1.51
H: 0.87 -2.43 0.50
H: 0.85 -2.57 -1.29
H: -0.40 -3.36 -0.32
H: -2.15 -0.55 -1.67
H: -1.20 -1.74 -2.42
H: -2.39 -2.21 -1.16
O: -1.11 3.52 0.34
H: -1.80 2.85 0.22
H: -0.32 2.99 0.44

Results of the natural (NBO) charge analysis, in e, for atoms 1 through 6: -0.6210 -0.0505 -0.8701 -0.2207 -0.4348 -0.4173

---

Arrangement B

The following is a DFT calculation (ωB97M-V/def2-TZVPD) of a 2-piece molecular cluster, C5H16N2O overall.

Results
Total charge: 0
HOMO level in eV: -8.6909
Gap between HOMO and LUMO in Ha: 0.35131
SMILES string: CCNCCCN.O

Element x y z (Å)
C: 2.83 0.58 1.26
C: 1.31 0.42 1.01
N: 1.06 -0.22 -0.27
C: -0.38 -0.44 -0.56
C: -1.06 0.92 -0.94
C: -2.25 1.22 0.00
N: -3.22 0.15 0.16
H: 2.96 1.33 2.04
H: 3.18 -0.35 1.70
H: 3.30 0.88 0.33
H: 0.96 -0.20 1.84
H: 0.76 1.37 1.11
H: 1.54 0.29 -0.99
H: -0.31 -1.04 -1.47
H: -0.84 -0.92 0.29
H: -0.28 1.67 -0.83
H: -1.41 1.05 -1.96
H: -1.98 1.53 1.02
H: -2.74 2.12 -0.38
H: -3.08 -0.62 -0.49
H: -3.11 -0.39 1.02
O: 1.10 -3.28 -1.02
H: 0.39 -3.67 -1.50
H: 1.25 -2.40 -1.36

Results of the natural (NBO) charge analysis, in e, for atoms 1 through 6: -0.6070 -0.2141 -0.6418 -0.2248 -0.4453 -0.2177

---

Most stable: arrangement A

---

Arrangement A

The following is a DFT calculation (ωB97M-V/def2-TZVPD) of a 3-piece molecular cluster, C5H16N2O overall.

Results
Total charge: 0
HOMO level in eV: -7.8441
Gap between HOMO and LUMO in Ha: 0.12459

Element x y z (Å)
C: -1.61 0.17 2.06
C: -1.11 0.48 0.60
C: 0.46 0.64 0.57
C: 1.02 0.56 -0.86
C: 1.54 -0.86 -1.30
N: 2.68 -1.57 -0.68
N: -1.53 -0.60 -0.19
H: -0.79 0.41 2.86
H: -2.64 0.68 2.34
H: -1.68 -0.96 2.21
H: -1.78 1.31 0.28
H: 0.73 1.58 1.09
H: 0.77 -0.27 1.08
H: 1.83 1.34 -0.81
H: 0.38 0.94 -1.71
H: 0.71 -1.58 -1.15
H: 1.66 -0.78 -2.37
H: 2.20 -2.23 0.13
H: 2.90 -0.84 0.13
H: -2.43 -0.86 0.24
H: 2.55 -0.01 1.28
H: -2.33 1.44 -2.72
H: -1.85 -0.14 -1.04
O: -1.68 1.16 -2.06

Results of the natural (NBO) charge analysis, in e, for atoms 1 through 6: -0.6465 -0.0675 -0.4414 -0.4494 -0.2626 -0.6630

---

Arrangement B

The following is a DFT calculation (ωB97M-V/def2-TZVPD) of a 2-piece molecular cluster, C5H16N2O overall.

Results
Total charge: 0
HOMO level in eV: -8.6118
Gap between HOMO and LUMO in Ha: 0.33563
SMILES string: CNCCCCN.O

Element x y z (Å)
C: -0.22 2.95 0.52
N: -0.79 1.69 0.98
C: 0.13 0.56 1.08
C: 0.20 -0.28 -0.20
C: 0.78 -1.70 0.02
C: 2.28 -1.70 0.19
N: 2.77 -3.01 0.57
H: -0.81 3.77 0.89
H: 0.78 3.06 0.92
H: -0.06 3.00 -0.55
H: -1.59 1.43 0.45
H: -0.10 -0.01 1.98
H: 1.10 1.01 1.27
H: 0.88 0.27 -0.86
H: -0.75 -0.34 -0.73
H: 0.43 -2.33 -0.80
H: 0.32 -2.08 0.94
H: 2.85 -1.37 -0.68
H: 2.51 -0.96 0.95
H: 2.53 -3.30 1.51
H: 3.72 -3.23 0.37
O: -4.55 1.18 -2.66
H: -3.99 0.44 -2.93
H: -4.02 1.58 -1.96

Results of the natural (NBO) charge analysis, in e, for atoms 1 through 6: -0.4113 -0.6270 -0.2169 -0.4124 -0.3982 -0.2114

---

Arrangement C

The following is a DFT calculation (ωB97M-V/def2-TZVPD) of a 3-piece molecular cluster, C5H16N2O overall.

Results
Total charge: 0
HOMO level in eV: -8.9392
Gap between HOMO and LUMO in Ha: 0.35823
SMILES string: C=C(C)C.CNN.O

Element x y z (Å)
C: -0.90 -1.41 0.17
C: -1.67 -0.39 -0.24
C: -1.87 -0.09 -1.70
C: -2.58 0.34 0.69
H: -0.93 -1.75 1.19
H: -0.46 -2.09 -0.55
H: -1.66 0.97 -1.87
H: -2.90 -0.28 -1.99
H: -1.21 -0.68 -2.32
H: -3.61 0.09 0.49
H: -2.46 1.41 0.54
H: -2.36 0.10 1.73
C: 2.54 0.06 1.36
N: 1.76 0.01 0.13
N: 2.49 -0.42 -1.01
H: 3.00 -0.91 1.61
H: 1.88 0.35 2.18
H: 3.33 0.81 1.27
H: 0.92 -0.64 0.24
H: 3.14 0.31 -1.28
H: 3.03 -1.27 -0.82
O: -0.11 1.90 -0.23
H: -0.07 2.36 0.62
H: 0.70 1.21 -0.22

Results of the natural (NBO) charge analysis, in e, for atoms 1 through 6: -0.5434 0.1399 -0.6635 -0.6547 0.1996 0.2057

---

Most stable: arrangement B

---

Arrangement A

The following is a DFT calculation (ωB97M-V/def2-TZVPD) of a 2-piece molecular cluster, C5H16N2O overall.

Results
Total charge: 0
HOMO level in eV: -8.4398
Gap between HOMO and LUMO in Ha: 0.34445
SMILES string: CNCCN(C)C.O

Element x y z (Å)
C: -2.79 1.82 -0.25
N: -1.68 1.19 -0.95
C: -0.41 1.46 -0.31
C: 0.72 0.53 -0.77
N: 0.88 -0.74 -0.04
C: -0.05 -1.77 -0.53
C: 0.80 -0.60 1.41
H: -3.00 1.29 0.68
H: -2.64 2.90 -0.12
H: -3.68 1.76 -0.88
H: -1.63 1.56 -1.89
H: -0.03 2.48 -0.47
H: -0.52 1.38 0.73
H: 1.69 1.02 -0.67
H: 0.50 0.27 -1.81
H: 0.39 -2.23 -1.42
H: -1.05 -1.43 -0.70
H: -0.13 -2.58 0.21
H: 1.19 -1.52 1.81
H: 1.45 0.20 1.77
H: -0.21 -0.51 1.83
O: 3.39 -2.35 1.14
H: 4.14 -2.26 0.55
H: 2.68 -1.86 0.69

Results of the natural (NBO) charge analysis, in e, for atoms 1 through 6: -0.4137 -0.6216 -0.2486 -0.2146 -0.4656 -0.4287

---

Arrangement B

The following is a DFT calculation (ωB97M-V/def2-TZVPD) of a 2-piece molecular cluster, C5H16N2O overall.

Results
Total charge: 0
HOMO level in eV: -8.7360
Gap between HOMO and LUMO in Ha: 0.35108
SMILES string: CNCCCCN.O

Element x y z (Å)
C: -2.78 -0.04 -0.51
N: -1.72 0.78 -1.05
C: -0.45 0.07 -1.35
C: 0.68 0.06 -0.30
C: 0.29 0.00 1.17
C: 0.72 1.20 2.00
N: 0.05 1.27 3.27
H: -3.70 0.52 -0.34
H: -3.04 -0.84 -1.21
H: -2.57 -0.62 0.40
H: -1.41 1.43 -0.32
H: -0.04 0.63 -2.20
H: -0.66 -0.92 -1.77
H: 1.22 0.99 -0.48
H: 1.34 -0.78 -0.51
H: 0.73 -0.93 1.55
H: -0.78 -0.17 1.24
H: 1.81 1.28 2.02
H: 0.31 2.06 1.45
H: -0.12 2.14 3.73
H: 0.24 0.53 3.90
O: 3.34 -2.55 -3.63
H: 4.06 -3.17 -3.61
H: 2.49 -2.94 -3.45

Results of the natural (NBO) charge analysis, in e, for atoms 1 through 6: -0.4150 -0.6151 -0.2214 -0.4209 -0.4232 -0.2029

---

Most stable: arrangement A